(1)
# C34H70O12

12 unconnected molecules or ions with the total composition C34H70O12 (ωB97M-V/def2-TZVPD, OMol25).

**Relative energy (zero: lowest compared OMol25 entry of this formula, charge and spin)**: 0.000 eV
**SMILES**: CC(C)=O.CC(C)=O.CC(C)=O.CC(C)=O.CC(C)=O.CC(C)=O.CC(C)=O.CC(C)=O.CC(C)=O.CC(C)=O.CC(C)=O.CO
**LUMO**: 0.34 eV
**E_HOMO**: -9.36 eV
**Total charge**: 0
**Gap between HOMO and LUMO**: 9.70 eV

```
116
Properties=species:S:1:pos:R:3:forces:R:3
C -0.6735 0.7822 -5.5823 0.3 0.4 -0.5
C 0.2040 -0.1916 -4.8449 0.0 0.2 -0.5
O 0.2217 -0.2528 -3.6453 0.5 0.3 0.9
C 1.0967 -1.0519 -5.7070 -0.4 -0.4 0.6
H -1.3901 1.2742 -4.9329 0.0 -0.1 0.1
H -1.1759 0.3063 -6.4264 0.0 -0.1 0.2
H -0.0157 1.5414 -6.0280 -0.1 0.0 0.1
H 1.8378 -1.5377 -5.0743 0.2 0.2 -0.1
H 1.5161 -0.4574 -6.5121 0.2 -0.2 -0.2
H 0.4748 -1.8670 -6.0907 0.0 0.2 -0.3
C 4.2042 0.5760 2.4249 0.5 -0.1 -0.7
C 5.7036 0.6639 2.2024 0.0 -0.2 0.4
O 6.3086 1.6618 2.5155 0.0 0.0 -0.1
C 6.4237 -0.5383 1.6431 -0.2 -0.1 -0.7
H 3.7303 -0.0602 1.6756 0.0 -0.1 0.1
H 3.8230 1.5881 2.3271 -0.2 0.0 0.4
H 4.0615 0.1315 3.4103 -0.2 0.2 0.1
H 6.4292 -0.4249 0.5488 0.1 0.1 0.2
H 5.9109 -1.4875 1.8062 0.0 0.1 0.3
H 7.4540 -0.5799 1.9825 0.0 0.1 0.1
C -0.2860 -4.4163 -1.8550 0.0 0.2 0.0
C -1.1611 -5.5950 -1.5137 0.5 0.2 0.0
O -2.3465 -5.4785 -1.3541 -0.7 0.1 0.0
C -0.4644 -6.9068 -1.3810 0.5 -0.7 0.1
H -0.8762 -3.5448 -2.1159 -0.3 0.1 0.1
H 0.3814 -4.6059 -2.6961 0.2 -0.2 0.2
H 0.2883 -4.1999 -0.9501 0.2 0.0 -0.2
H 0.4888 -6.8502 -0.8494 -0.1 0.4 -0.1
H -0.2391 -7.2705 -2.3899 -0.1 -0.1 0.1
H -1.0569 -7.6441 -0.8416 -0.3 0.1 -0.2
C 1.0795 -1.0728 -0.6571 0.5 0.4 -0.6
C 0.3932 -0.0957 0.2546 -0.3 -0.4 0.5
O -0.6658 -0.4041 0.7713 0.1 0.3 0.0
C 1.0823 1.2129 0.5259 0.7 -0.1 -0.4
H 1.8108 -1.6824 -0.1176 -0.2 0.0 0.2
H 1.6649 -0.5467 -1.4156 -0.2 0.0 0.0
H 0.3576 -1.7107 -1.1533 -0.1 -0.1 0.0
H 2.1225 1.1017 0.2151 0.0 0.2 0.1
H 1.0647 1.5423 1.5606 -0.4 -0.2 0.1
H 0.6504 1.9979 -0.0977 -0.2 -0.1 0.1
C 2.6473 2.7387 -2.1022 0.4 -0.6 -0.1
C 3.6571 1.6054 -2.0872 -0.4 -0.3 -0.3
O 4.0782 1.1106 -1.0707 0.2 0.1 0.3
C 3.9886 1.0307 -3.4406 -0.2 0.0 -0.2
H 1.7381 2.3761 -2.5918 0.1 0.1 -0.2
H 3.1028 3.5292 -2.7003 -0.3 0.3 0.2
H 2.3863 3.0161 -1.0898 0.2 0.4 0.0
H 4.2631 1.7978 -4.1660 0.0 0.0 0.0
H 3.0584 0.5632 -3.7935 0.1 0.0 -0.1
H 4.7630 0.2720 -3.3943 0.1 0.0 0.2
C -3.4033 -2.1484 0.8518 -0.1 0.1 -0.2
C -4.5176 -1.2001 0.4678 -0.3 -0.9 0.6
O -4.3281 -0.0530 0.1710 0.3 0.7 -0.5
C -5.9358 -1.7058 0.6606 0.0 0.1 0.1
H -2.4942 -1.9891 0.2789 0.0 0.3 0.0
H -3.7028 -3.1897 0.7585 0.0 0.0 0.1
H -3.1810 -1.9105 1.8973 0.1 -0.2 0.0
H -6.2600 -1.3576 1.6471 0.0 0.0 0.0
H -6.0192 -2.7893 0.6495 0.0 0.0 -0.1
H -6.5938 -1.2360 -0.0668 0.0 -0.1 -0.1
C 0.5148 4.2913 3.1000 0.9 0.4 0.1
C 0.7041 4.6907 4.5491 -0.5 0.3 -0.2
O 0.9913 3.8697 5.3844 0.1 -0.2 0.2
C 0.5172 6.1476 4.9275 0.1 0.1 0.1
H 0.7543 5.1300 2.4439 -0.2 0.0 0.0
H -0.4788 3.9193 2.8716 -0.1 -0.2 0.1
H 1.2666 3.5188 2.9235 -0.3 -0.2 -0.2
H 0.7682 6.8210 4.1091 0.0 0.0 0.0
H 1.1243 6.3785 5.8019 0.0 -0.1 0.0
H -0.5190 6.3450 5.2153 -0.1 -0.2 -0.1
C 1.4412 -4.6478 3.2456 0.2 0.3 0.2
C 0.4281 -4.5763 2.1406 0.2 0.4 0.1
O 0.1226 -5.5516 1.5013 -0.3 -0.5 -0.3
C -0.0979 -3.2093 1.7926 0.1 0.2 0.0
H 1.1418 -4.0610 4.1180 -0.1 -0.1 0.0
H 2.3546 -4.1571 2.8853 0.0 -0.1 0.0
H 1.6604 -5.6770 3.5090 0.0 -0.1 0.0
H -0.4041 -3.1700 0.7505 0.0 -0.1 0.0
H 0.6611 -2.4487 1.9801 0.0 0.0 0.1
H -0.9635 -2.9229 2.3911 0.1 -0.2 0.2
C -4.1902 -2.0222 -4.7768 0.0 0.6 -0.4
C -2.9206 -1.5532 -4.0980 -0.1 -0.6 0.3
O -1.8973 -1.4619 -4.7334 -0.4 -0.3 -0.3
C -2.9627 -1.3346 -2.6077 -0.6 -0.4 -0.2
H -5.1027 -1.7963 -4.2295 0.1 -0.1 0.2
H -4.1121 -3.0949 -4.9514 0.0 -0.1 0.1
H -4.2471 -1.5388 -5.7560 0.0 -0.1 0.0
H -1.9864 -1.4352 -2.1562 0.3 0.4 0.0
H -3.6159 -2.0928 -2.1620 0.0 0.0 -0.1
H -3.4348 -0.3725 -2.3937 0.2 0.1 0.1
C -0.2373 0.6489 4.7466 0.7 0.2 0.1
C -0.0184 -0.6207 5.5296 -0.8 -0.2 -0.4
O 0.3727 -1.6475 5.0169 0.3 0.1 0.1
C -0.5066 -0.5984 6.9623 0.7 0.3 0.2
H -1.2937 0.9171 4.7837 0.0 0.1 0.1
H 0.0848 0.5856 3.7105 -0.1 -0.4 0.0
H 0.3543 1.4627 5.1847 -0.3 0.0 0.1
H -1.5451 -0.9237 6.9835 -0.1 0.0 0.0
H -0.4255 0.4051 7.3824 -0.2 0.0 0.0
H 0.0959 -1.2611 7.5830 -0.1 -0.2 -0.1
C -0.9849 4.8514 -4.0828 -0.2 -0.1 0.0
C -0.7590 5.6225 -2.8066 0.5 0.2 -0.1
O -0.9537 6.8131 -2.7573 -0.1 0.0 0.1
C -0.2013 4.8599 -1.6327 -0.3 0.2 0.2
H -0.1208 4.9475 -4.7432 0.1 0.1 0.1
H -1.8390 5.2927 -4.5931 0.0 -0.1 -0.1
H -1.1312 3.7903 -3.8847 -0.1 0.0 -0.1
H -0.5767 3.8386 -1.6514 0.2 -0.1 0.2
H -0.4809 5.3634 -0.7083 -0.1 -0.1 0.0
H 0.8888 4.8813 -1.6705 0.0 -0.2 -0.2
C -2.9432 2.2759 2.1072 -0.3 0.2 -0.6
O -1.5670 1.9626 2.0961 0.1 0.0 0.2
H -3.4516 1.8367 1.2418 0.0 -0.1 0.3
H -3.4417 1.9685 3.0310 0.0 0.0 0.0
H -3.0486 3.3561 1.9815 0.1 0.0 0.3
H -1.4687 1.0174 1.9030 0.1 0.1 -0.2
```
Forces are in eV/Å.



(2)
# C5H12N2

A gas-phase ion, C5H12N2 (charge +1) (ωB97M-V/def2-TZVPD, OMol25).

**Relative energy (zero: lowest compared OMol25 entry of this formula, charge and spin)**: 2.687 eV
**LUMO (spin up / spin down)**: -5.43 / -7.44 eV
**⟨S²⟩**: 0.763
**Spin multiplicity**: 2
**E_HOMO (spin up / spin down)**: -15.07 / -15.06 eV
**Total charge**: +1
**Gap between HOMO and LUMO (spin up / spin down)**: 9.63 / 7.62 eV

```
19
Properties=species:S:1:pos:R:3:forces:R:3
C -1.7662 -1.0645 0.8999 0.3 -0.9 0.3
C -1.4386 -0.5205 -0.4868 -1.6 0.0 -0.1
C -1.0050 0.9413 -0.4959 0.2 -0.5 -0.6
C 0.3813 1.2292 0.0579 0.2 0.1 0.2
N 1.3542 0.3141 -0.6099 0.1 1.6 -0.2
C 2.5144 0.0694 -0.0484 0.4 -0.6 -0.1
N 3.0803 -1.1347 -0.2049 -0.3 0.6 -0.1
H -1.0044 -0.9680 1.6702 0.3 0.5 0.0
H -2.6965 -0.6370 1.2713 0.1 0.2 0.1
H -1.9180 -2.1457 0.8907 -0.2 0.0 -0.3
H -2.4312 -0.5137 -0.9570 0.1 0.2 -0.2
H -0.9249 -1.1977 -1.1722 0.7 0.1 0.4
H -1.7751 1.4989 0.0344 0.3 0.3 0.1
H -0.9988 1.3030 -1.5297 -0.1 0.1 0.0
H 0.6329 2.2768 -0.1213 0.2 0.0 0.0
H 0.4962 1.0003 1.1160 -0.3 0.2 0.0
H 1.2294 0.2339 -1.6168 -0.2 -1.3 0.1
H 3.0719 0.8068 0.5442 -0.7 -0.1 0.6
H 3.1982 -1.4918 0.7583 0.5 -0.4 -0.3
```
Forces are in eV/Å.



(3)
# C8H12IN2

A molecular structure, C8H12IN2 (ωB97M-V/def2-TZVPD, OMol25).

**Relative energy (zero: lowest compared OMol25 entry of this formula, charge and spin)**: 0.000 eV
**LUMO (spin up / spin down)**: -3.04 / -8.49 eV
**⟨S²⟩**: 2.017
**Spin multiplicity**: 3
**E_HOMO (spin up / spin down)**: -11.06 / -12.82 eV
**Total charge**: +1
**Gap between HOMO and LUMO (spin up / spin down)**: 8.02 / 4.34 eV

```
23
Properties=species:S:1:pos:R:3:forces:R:3
C -1.7956 1.9865 -0.9604 -2.6 3.6 -2.5
C -0.5648 0.1515 -0.9461 2.3 -1.1 -1.1
C -1.4072 2.3249 0.3925 3.6 1.2 2.9
C -0.3612 1.3751 1.1392 -1.1 0.9 1.0
C 0.4162 0.7015 0.0579 0.6 -1.2 1.0
C 1.4743 -0.3161 0.3965 -1.1 -3.2 -1.3
C 0.7832 -1.8084 -0.6666 3.2 2.7 -0.3
C 0.6699 -2.9863 0.2521 -1.6 -0.9 -0.5
N -1.4001 0.9301 -1.5429 -0.2 -1.4 1.1
N -0.3432 -1.1078 -1.3030 0.1 -3.2 0.3
I 3.5736 0.1888 0.2175 -1.0 -0.1 -0.4
H -2.4076 2.7097 -1.5686 0.6 -0.7 0.8
H -0.8608 3.2902 0.4327 -0.3 -0.1 -0.9
H -2.1851 2.5643 1.0724 -1.4 -0.3 0.3
H 0.4950 1.8933 1.6923 -1.8 0.0 -0.2
H -1.0023 0.7998 1.8472 1.1 -0.3 -0.5
H 1.0429 1.4674 -0.2788 0.2 1.6 -1.8
H 1.4979 -0.7425 1.3898 -0.7 0.0 0.2
H 1.6254 -2.0002 -1.4164 -1.2 0.6 0.8
H 1.5992 -2.8887 0.8328 -0.3 -1.0 -0.2
H 0.4036 -4.0320 -0.2026 1.1 2.0 0.5
H -0.1836 -2.7905 0.8913 0.0 0.0 0.6
H -1.0698 -1.7106 -1.7289 0.5 0.9 0.1
```
Forces are in eV/Å.



(4)
# C38H70BO9

3 unconnected molecules or ions with the total composition C38H70BO9 (ωB97M-V/def2-TZVPD, OMol25).

**LUMO**: 1.56 eV
**E_HOMO**: -4.12 eV
**Total charge**: -1
**Gap between HOMO and LUMO**: 5.68 eV

```
118
Properties=species:S:1:pos:R:3:forces:R:3
C -0.1448 -6.4446 -2.7847 0.7 0.5 0.5
C -0.2881 -5.3426 -1.5722 -0.3 -0.3 -0.1
C -1.8373 -5.2596 -0.9469 0.2 -0.1 -1.1
B -1.6519 -4.9818 0.6643 -0.6 -0.7 -0.7
C -1.1629 -6.3852 1.3681 1.7 -1.2 0.1
O -2.0578 -6.7731 2.4919 -0.4 -2.2 -1.8
C -3.0342 -7.7920 2.0711 -1.0 0.0 0.7
O -0.7067 -3.8114 0.6531 -0.6 2.6 1.7
C -1.5174 -2.7084 1.2051 -0.9 -0.7 -0.1
C -0.8089 -1.2807 1.5917 0.1 0.0 -0.5
C 0.5614 -0.9505 0.7073 0.7 -0.6 1.8
O 0.2779 -0.2064 -0.5379 2.2 0.2 0.7
C 1.5017 0.3942 -1.1062 0.5 0.7 -0.9
C 1.8332 1.9085 -0.5263 -0.4 -1.2 1.7
O 2.6443 2.7061 -1.4996 2.5 -1.1 2.8
C 4.0210 2.7105 -0.9759 3.6 -0.1 0.8
C 4.4625 3.6849 0.2795 3.1 -2.5 -1.4
C 6.0187 3.5866 0.8307 -1.4 -1.9 -2.8
C 7.1687 2.5721 0.1837 -3.7 0.1 -1.6
C 8.7069 2.5813 0.8427 -1.3 -0.1 -0.9
C 9.6450 1.5413 -0.0390 -0.7 0.2 -0.9
C 8.5132 2.1289 2.4030 -0.2 -1.2 -0.1
C 9.2905 4.0797 0.5913 0.6 0.7 -0.1
C 10.1984 4.7290 1.7812 1.4 1.8 -0.1
C 11.4567 3.7940 2.2954 -0.4 0.1 1.4
C 9.3042 5.3607 3.0470 -1.2 -1.0 -1.0
C 10.9249 6.0751 1.0989 -0.5 -0.6 -0.6
C 6.7035 1.6429 -1.0822 -2.8 2.7 1.7
C 5.1494 1.7250 -1.6543 0.5 2.1 2.7
C -2.3255 -3.5623 2.3477 0.6 -0.4 0.3
C -3.2981 -2.7982 3.4227 -0.8 -1.2 -0.3
C -4.5217 -1.9314 2.7605 0.6 0.5 -0.4
C -4.3832 -0.3063 2.9201 -1.8 0.4 0.1
C -5.9060 0.3113 2.6129 0.2 0.0 1.4
C -4.0033 0.1997 4.4437 1.1 -0.3 -0.4
O -2.8660 -4.6231 1.4781 0.2 2.9 0.8
H -0.4144 -7.5154 -2.3641 0.3 2.2 -1.0
H -0.7823 -6.1433 -3.7273 1.2 -0.8 1.9
H 0.9935 -6.4786 -3.0823 -2.1 0.0 0.3
H 0.0153 -4.2556 -1.9143 -0.5 -2.3 0.5
H 0.5056 -5.6509 -0.7464 -1.8 0.6 -1.5
H -2.3960 -4.3317 -1.4320 0.9 -2.0 0.6
H -2.4099 -6.2759 -1.1293 1.0 2.0 -0.1
H -1.1527 -7.2430 0.5450 0.2 1.4 1.8
H -0.0765 -6.2963 1.8138 -1.9 -0.4 -0.7
H -3.2217 -7.8475 0.9144 0.6 0.2 2.1
H -2.7678 -8.8757 2.4887 -0.2 2.1 -1.0
H -4.0831 -7.5271 2.5614 2.1 -0.4 -1.0
H -2.3342 -2.4479 0.3946 1.4 -0.5 1.6
H -0.5880 -1.2372 2.7560 -0.1 -0.1 -2.5
H -1.6032 -0.4212 1.3646 1.7 -1.8 0.5
H 1.1593 -1.9596 0.4883 -1.5 2.1 0.3
H 1.2680 -0.3127 1.4276 -1.4 -1.1 -1.6
H 2.4749 -0.2424 -0.9369 -2.0 0.9 -0.2
H 1.3739 0.5068 -2.2760 0.0 -0.3 2.4
H 0.8615 2.4832 -0.1983 1.8 -1.1 -1.1
H 2.4706 1.7365 0.4618 -1.4 0.6 -2.1
H 3.7138 4.4486 0.8071 1.8 -2.0 -1.4
H 6.3030 4.3011 1.7255 -0.6 -1.7 -2.0
H 9.2414 0.4353 -0.0279 0.9 2.2 0.3
H 9.5494 1.8985 -1.1742 0.3 -0.7 2.5
H 10.7852 1.5867 0.2179 -2.3 -0.1 -0.2
H 9.5451 1.7708 2.8567 -2.1 1.0 -0.8
H 7.8156 1.1631 2.4026 1.5 2.1 -0.1
H 7.9541 2.9174 3.0788 1.4 -1.5 -1.5
H 8.4415 4.8777 0.3376 1.7 -1.9 0.6
H 9.9774 4.0280 -0.3804 -1.4 0.1 2.0
H 11.0941 3.2605 3.2953 0.9 0.8 -2.2
H 12.3879 4.4591 2.6304 -2.1 -1.3 -0.9
H 11.8180 2.9940 1.5224 -0.8 1.6 1.4
H 8.1854 5.3714 2.6322 2.3 0.2 1.0
H 9.5864 6.4680 3.2974 -0.3 -2.3 -0.3
H 9.2791 4.6405 3.9809 0.3 1.7 -1.8
H 10.1097 6.5895 0.3982 1.9 -0.8 1.5
H 11.8344 5.7315 0.4351 -1.8 0.7 1.2
H 11.3207 6.8238 1.9084 -0.8 -1.5 -1.5
H 7.4425 0.9186 -1.6278 -1.6 1.6 1.3
H 4.8014 1.0659 -2.5849 0.9 1.6 2.3
H -1.5628 -4.1333 3.0438 -0.9 1.4 -1.2
H -2.6034 -2.1950 4.1565 -1.4 -1.0 -1.6
H -3.8114 -3.6545 4.0774 1.3 1.7 -1.4
H -4.5514 -2.1588 1.5923 0.0 0.4 2.5
H -5.5580 -2.2403 3.2118 2.0 0.5 -0.8
H -3.6715 0.1417 2.1026 -1.1 -0.9 1.8
H -6.4491 0.3151 3.6708 0.9 -0.1 -2.1
H -5.8688 1.4368 2.2583 -0.1 -2.6 0.5
H -6.5386 -0.3898 1.9171 1.4 1.6 1.1
H -4.6708 -0.3094 5.2870 1.3 1.1 -2.0
H -2.8705 -0.0898 4.6560 -2.4 0.6 -0.3
H -4.0711 1.3741 4.5170 0.0 -2.3 -0.1
O -6.3770 1.2904 -0.1723 1.4 -0.9 -1.4
C -5.6432 0.7327 -0.9856 -0.7 0.8 1.0
O -4.4635 0.2056 -0.5959 -0.6 0.2 0.5
C -3.6203 -0.6173 -1.4214 0.3 0.0 -0.3
C -2.7205 0.2360 -2.2929 0.0 0.3 -0.1
C -6.0021 0.7088 -2.4449 -0.4 -0.5 -0.3
H -4.2140 -1.3325 -1.9988 0.0 0.1 0.0
H -3.0014 -1.2103 -0.7394 -0.3 0.3 0.0
H -3.2966 0.8573 -2.9822 0.0 -0.1 -0.1
H -2.0423 -0.3920 -2.8776 -0.1 0.0 0.1
H -2.1257 0.9179 -1.6757 0.0 -0.3 0.0
H -5.7005 1.6532 -2.9041 0.0 -0.1 0.0
H -7.0874 0.5941 -2.5319 0.2 0.3 0.1
H -5.5642 -0.1232 -2.9922 0.2 0.1 0.0
O -8.3836 1.0208 -6.7465 -1.7 1.0 1.3
C -9.3394 1.3413 -6.0432 1.5 -0.7 -0.9
O -9.4486 2.5993 -5.5666 0.3 0.2 -0.5
C -10.6056 3.1227 -4.8908 0.0 -0.1 0.2
C -10.5674 2.7829 -3.4141 0.1 -0.1 0.1
C -10.3550 0.3158 -5.6241 -0.5 -0.2 -0.4
H -11.5278 2.7911 -5.3774 0.1 -0.1 0.0
H -10.5688 4.2110 -5.0094 0.2 -0.3 -0.2
H -10.5881 1.7037 -3.2471 -0.1 0.1 0.0
H -11.4192 3.2299 -2.8938 0.1 0.0 -0.1
H -9.6424 3.1546 -2.9604 -0.2 0.0 -0.1
H -9.9745 -0.2338 -4.7598 0.0 0.1 -0.1
H -10.5082 -0.3790 -6.4562 0.3 0.1 0.2
H -11.3328 0.7334 -5.3935 0.1 0.0 0.2
```
Forces are in eV/Å.



(5)
# C4H6O2

A molecular structure, C4H6O2 (ωB97M-V/def2-TZVPD, OMol25).

**Relative energy (zero: lowest compared OMol25 entry of this formula, charge and spin)**: 1.299 eV
**LUMO**: 0.84 eV
**E_HOMO**: -10.27 eV
**Total charge**: 0
**Gap between HOMO and LUMO**: 11.12 eV

```
12
Properties=species:S:1:pos:R:3:forces:R:3
C 1.4629 -0.2650 0.0823 0.0 -0.1 0.0
C -0.0302 -0.2173 0.3190 -0.3 -1.2 0.4
C -0.8451 1.0938 0.2224 0.0 -0.1 0.5
O -1.7596 0.4521 -0.7240 -0.1 0.0 -0.1
C -1.0136 -0.6895 -0.6842 0.0 -0.6 -1.0
O -1.2345 -1.7805 -1.1055 -0.4 0.3 -0.7
H 2.0102 0.0847 0.9595 -0.1 0.0 0.0
H 1.7745 -1.2918 -0.1185 0.0 0.1 0.0
H 1.7696 0.3450 -0.7715 -0.1 0.0 0.1
H -0.4008 -1.0983 0.9753 1.0 2.1 0.8
H -0.3428 1.9449 -0.2592 0.0 -0.4 0.2
H -1.3907 1.4219 1.1044 0.0 0.0 0.0
```
Forces are in eV/Å.



no.,molecular weight (g mol⁻¹)
1,670.92
2,100.16
3,263.10
4,681.78
5,86.09